1.
Formula: C11H11N3O2
Source: the OMol25 dataset
Level of theory: the ωB97M-V functional and the def2-TZVPD basis

Calculated values
orbital gap: 8.0 eV
2S+1: 1
SMILES: NC(=O)C(=O)N/N=C1\CCc2ccccc21

CARTESIAN COORDINATES (ANGSTROEM)
N (-5.10847, -0.49023, -0.37846)
C (-4.18301, 0.42999, 0.03133)
O (-4.50235, 1.51018, 0.64915)
C (-2.81543, 0.09546, -0.31688)
O (-2.53571, -1.00708, -1.13786)
N (-2.11738, 0.96125, 0.30796)
N (-0.80899, 1.11540, 0.29879)
C (0.10032, 0.30610, 0.04796)
C (1.48967, 0.55549, -0.09539)
C (2.23682, 1.67294, -0.30136)
C (3.51690, 1.89766, -0.39232)
C (4.17877, 0.61133, -0.34431)
C (3.65063, -0.85419, -0.06259)
C (2.27343, -0.57290, 0.20832)
C (1.32017, -1.81553, 0.35520)
H (1.48573, -2.24904, 1.59244)
H (1.47956, -2.76597, -0.19384)
C (-0.11302, -1.23620, 0.51967)
H (-0.59139, -1.51594, -0.41024)
H (-0.64822, -1.26607, 1.49575)
H (4.13915, -1.59306, 0.08967)
H (5.24067, 0.61462, -0.18485)
H (4.10381, 2.72357, -0.58201)
H (1.56768, 2.67719, -0.24669)
H (-2.55149, 2.01853, 0.41889)
H (-6.07339, -0.40248, -0.36419)
H (-4.73445, -1.42101, -1.00415)

Charges obtained by natural (NBO) population analysis, quoted in units of e: -0.781, 0.566, -0.639, 0.494, -0.680, -0.359, -0.306, 0.339, -0.213, -0.081, -0.278, -0.114, -0.172, 0.085, -0.421, 0.186, 0.239, -0.511, 0.280, 0.236, 0.174, 0.188, 0.236, 0.198, 0.482, 0.403, 0.446

=====

2.
Formula: C32H30ClFeN2
Source: the OMol25 dataset
Level of theory: the ωB97M-V functional and the def2-TZVPD basis

Calculated values
⟨S²⟩: 6.11
net charge: -1
orbital gap (spin up / spin down): 3.4 / 5.4 eV
2S+1: 5

CARTESIAN COORDINATES (ANGSTROEM)
C (-4.80614, 2.32721, 0.86189)
C (-4.54117, 1.24891, -0.06669)
C (-3.14073, 1.31997, -0.45286)
C (-2.52970, 2.42617, 0.26983)
C (-3.56757, 3.04743, 1.08037)
Fe (-3.35155, 1.13696, 1.51017)
C (-3.00150, 1.25895, 3.47432)
C (-4.19070, 0.47458, 3.15762)
C (-3.76810, -0.62311, 2.26145)
C (-2.33848, -0.50577, 2.04292)
C (-1.27895, -1.32829, 1.33584)
C (-0.81092, -2.69587, 1.82583)
C (-0.64751, -3.82428, 0.99896)
C (-0.01857, -4.96809, 1.52671)
C (0.40033, -4.99683, 2.86201)
C (0.35126, -3.82764, 3.63173)
C (-0.24235, -2.67907, 3.10791)
C (-1.89384, 0.68600, 2.75841)
H (-5.78433, 2.58343, 1.26911)
H (-5.29003, 0.56627, -0.46341)
H (-2.66365, 0.71391, -1.21877)
H (-1.50184, 2.77440, 0.13936)
H (-3.46027, 3.94269, 1.68647)
H (-2.90205, 2.10707, 4.15964)
H (-5.19566, 0.64832, 3.57015)
H (-4.37834, -1.42894, 1.88430)
H (-1.44227, -1.33239, 0.25482)
H (-1.06262, -3.81161, -0.01866)
H (0.11218, -5.84259, 0.90047)
H (0.78041, -5.91583, 3.31422)
H (0.73312, -3.79322, 4.65028)
H (-0.31645, -1.74823, 3.67380)
H (-0.83402, 0.94107, 2.82018)
C (1.78203, 1.87716, 0.27063)
N (2.29388, 0.81622, -0.58082)
C (1.86676, 0.48363, -1.83126)
H (-0.42581, -0.72863, 1.60012)
C (1.11815, 1.43016, -2.65320)
C (1.65195, 2.69613, -3.01981)
C (0.93351, 3.49170, -3.92370)
Cl (1.60969, 4.97560, -4.50863)
C (-0.32877, 3.09067, -4.40014)
C (-0.91812, 1.91955, -3.88188)
C (-0.20183, 1.09749, -3.01187)
N (2.29756, -0.79943, -2.05360)
C (1.75885, -1.80935, -2.94932)
C (3.40759, -1.02844, -1.19663)
C (3.37925, -0.01078, -0.24210)
C (4.53656, 0.37648, 0.45263)
C (5.76236, -0.02328, -0.10115)
C (5.79732, -1.06393, -1.03907)
C (4.61542, -1.69570, -1.45244)
H (2.30247, 1.79349, 1.23052)
H (1.96639, 2.87226, -0.15168)
H (0.69862, 1.78850, 0.46322)
H (2.62356, 3.02867, -2.66518)
H (-0.83972, 3.69239, -5.15150)
H (-1.92902, 1.64567, -4.18333)
H (-0.61911, 0.18637, -2.56286)
H (2.28274, -2.73665, -2.71890)
H (0.68341, -2.00052, -2.82763)
H (1.92958, -1.56664, -4.00076)
H (4.45318, 0.94123, 1.38358)
H (6.69262, 0.44207, 0.22011)
H (6.77369, -1.37468, -1.41015)
H (4.62724, -2.68900, -1.91158)

Charges obtained by natural (NBO) population analysis, quoted in units of e: -0.350, -0.349, -0.368, -0.359, -0.344, 0.459, -0.351, -0.336, -0.346, -0.148, -0.424, 0.026, -0.226, -0.219, -0.245, -0.214, -0.207, -0.357, 0.214, 0.214, 0.208, 0.212, 0.214, 0.216, 0.216, 0.217, 0.197, 0.206, 0.200, 0.201, 0.203, 0.225, 0.204, -0.407, -0.388, 0.268, 0.218, -0.106, -0.187, -0.061, -0.016, -0.267, -0.182, -0.217, -0.376, -0.396, 0.112, 0.197, -0.250, -0.236, -0.241, -0.233, 0.206, 0.196, 0.234, 0.215, 0.221, 0.222, 0.221, 0.206, 0.206, 0.195, 0.217, 0.213, 0.213, 0.213

=====

3.
Formula: C3H2F2O
Source: the OMol25 dataset
Level of theory: the ωB97M-V functional and the def2-TZVPD basis

Calculated values
orbital gap (spin up / spin down): 9.5 / 7.9 eV
2S+1: 1

CARTESIAN COORDINATES (ANGSTROEM)
C (-1.56085, -1.09575, -0.31094)
C (-0.42771, -0.86290, -0.03155)
C (0.83483, -0.32636, 0.08971)
O (-0.12206, 1.81910, 0.03921)
F (1.49436, -0.39486, 1.19528)
F (1.69045, -0.26926, -0.92181)
H (-2.62420, -1.28816, -0.28424)
H (0.71518, 2.41819, 0.22433)

Charges obtained by natural (NBO) population analysis, quoted in units of e: -0.031, -0.208, 0.889, -0.792, -0.263, -0.277, 0.250, 0.431

=====

4.
Formula: C6H7AgO6
Source: the OMol25 dataset
Level of theory: the ωB97M-V functional and the def2-TZVPD basis

Calculated values
orbital gap: 7.7 eV
2S+1: 1

CARTESIAN COORDINATES (ANGSTROEM)
O (-2.25881, -2.78849, 2.45509)
C (-2.19955, -1.95651, 1.51872)
O (-2.97590, -1.90699, 0.53606)
O (-1.18660, -1.05652, 1.61084)
C (-1.03177, -0.11253, 0.55755)
C (0.19643, 0.72642, 0.87261)
C (0.46113, 1.76883, -0.16284)
C (1.25590, 1.96516, -1.22982)
Ag (-4.07865, -3.81328, 1.39670)
H (-1.93138, 0.51652, 0.48501)
H (-0.90510, -0.64213, -0.39810)
H (1.07598, 0.08013, 0.99249)
H (0.03832, 1.22544, 1.84106)
H (-0.05787, 2.70414, 0.08997)
H (1.00233, 2.61870, -2.06916)
O (2.55412, 1.51885, -1.22895)
C (2.91225, 0.24287, -1.81829)
O (1.90668, -0.53811, -2.10892)
O (4.06534, -0.04837, -1.96007)
H (1.15716, -0.50415, -1.37995)

Charges obtained by natural (NBO) population analysis, quoted in units of e: -0.794, 0.959, -0.824, -0.525, -0.044, -0.477, -0.244, 0.116, 0.894, 0.194, 0.169, 0.212, 0.234, 0.213, 0.194, -0.538, 0.983, -0.682, -0.553, 0.513

=====

5.
Formula: C6H12O
Source: the OMol25 dataset
Level of theory: the ωB97M-V functional and the def2-TZVPD basis

Calculated values
orbital gap: 9.4 eV
2S+1: 1

CARTESIAN COORDINATES (ANGSTROEM)
C (-1.93292, -1.71524, 1.09823)
O (-0.77966, -1.44571, 0.28772)
C (0.33272, -1.23527, 0.94990)
C (1.36916, -0.83918, -0.07018)
C (1.60710, 0.68206, 0.07679)
C (0.33478, 1.53571, -0.02266)
C (-0.41013, 1.41925, -1.35201)
H (-2.23237, -0.79916, 1.61357)
H (-1.69904, -2.48867, 1.83204)
H (-2.72521, -2.03989, 0.42092)
H (-0.34372, 1.25854, 0.79824)
H (2.30627, -1.35735, 0.17067)
H (1.07663, -1.09029, -1.10050)
H (2.32331, 0.99237, -0.69588)
H (2.07995, 0.86863, 1.04846)
H (0.60588, 2.58580, 0.14912)
H (0.20617, 1.77115, -2.18895)
H (-0.70129, 0.38328, -1.55630)
H (-1.32449, 2.02307, -1.33415)

Charges obtained by natural (NBO) population analysis, quoted in units of e: -0.251, -0.510, 0.270, -0.562, -0.381, -0.403, -0.616, 0.192, 0.201, 0.191, 0.196, 0.230, 0.199, 0.206, 0.213, 0.205, 0.201, 0.209, 0.209

=====

6.
Formula: H22O11
Source: the OMol25 dataset
Level of theory: the ωB97M-V functional and the def2-TZVPD basis

Calculated values
orbital gap: 10.5 eV
2S+1: 1
SMILES: O.O.O.O.O.O.O.O.O.O.O

CARTESIAN COORDINATES (ANGSTROEM)
O (0.87225, 0.00933, -1.05984)
H (0.33930, -0.24892, -1.82789)
H (1.57569, -0.64669, -1.15321)
O (-1.71954, 3.36620, -2.63371)
H (-2.01169, 3.82145, -3.43255)
H (-1.88163, 4.05039, -1.97191)
O (3.68398, -0.22902, -0.26583)
H (4.06053, 0.12669, -1.08846)
H (4.30055, 0.24486, 0.31136)
O (0.90798, 1.94251, -3.56027)
H (0.30458, 1.76066, -4.29445)
H (0.54923, 2.82649, -3.38384)
O (-1.81283, 0.18598, 3.26834)
H (-2.55263, -0.13741, 2.73948)
H (-1.25527, 0.80408, 2.79152)
O (-1.72430, -0.39334, 0.54306)
H (-0.87939, -0.41905, 1.01714)
H (-1.65096, 0.47976, 0.14365)
O (-3.40016, -3.54638, -0.30071)
H (-3.97075, -2.89796, 0.09377)
H (-2.64853, -3.93315, 0.16795)
O (-1.44905, -2.76840, -2.50769)
H (-1.63466, -2.20814, -1.73149)
H (-2.17414, -3.38617, -2.32213)
O (3.04494, 0.97934, 1.92352)
H (2.81853, 0.16850, 2.39212)
H (3.06908, 1.68232, 2.58191)
O (0.58812, 1.33297, 1.14405)
H (0.45729, 2.14988, 0.65078)
H (1.53478, 1.08213, 0.96996)
O (0.82579, -2.12322, 3.95031)
H (0.16986, -1.74853, 3.34001)
H (1.66307, -2.32715, 3.50508)

Charges obtained by natural (NBO) population analysis, quoted in units of e: -0.947, 0.472, 0.473, -0.936, 0.468, 0.470, -0.946, 0.467, 0.479, -0.927, 0.457, 0.469, -0.976, 0.489, 0.487, -0.967, 0.490, 0.475, -0.993, 0.497, 0.497, -0.954, 0.476, 0.476, -0.952, 0.487, 0.487, -1.001, 0.469, 0.513, -0.956, 0.489, 0.467

=====

The records above yield ΔE to the lowest compared entry with this formula, charge and spin values of 435.7; 0.0; 478.6; 0.0; 288.8; 259.2 kJ/mol, respectively.